Computed, not measured: C6H11NO2 in the gas phase at a distorted geometry, with ωB97M-V with the def2-TZVPD basis set.

## Properties
Total charge = 0
HOMO level = -0.2625 Ha

Element x y z (Å)
C1 -1.743 -0.755 -1.438
C2 2.054 -0.308 -1.196
C3 1.223 -0.861 -0.074
O1 -0.742 0.009 -0.814
O2 1.082 -2.022 0.204
H1 -1.581 -1.827 -1.250
H2 -2.742 -0.466 -1.088
H3 -1.706 -0.571 -2.514
H4 3.093 -0.198 -0.871
H5 1.672 0.653 -1.530
H6 2.034 -1.023 -2.016
C4 -0.942 0.162 0.816
C5 1.350 0.950 1.624
C6 -1.652 1.195 1.359
N1 0.715 0.136 0.903
H7 -1.213 -0.841 1.134
H8 0.753 1.628 2.234
H9 2.434 0.956 1.637
H10 -1.525 2.202 0.984
H11 -2.563 0.981 1.897

=====

Computed, not measured: a molecular structure, C30H44N2O6P2Pt at a distorted geometry, with ωB97M-V with the def2-TZVPD basis set.

## Properties
Total charge = +2
Multiplicity = 5
HOMO level (spin up / spin down) = -0.4324 / -0.4985 Ha

Element x y z (Å)
Pt1 0.391 -1.146 0.312
C1 -0.618 -2.607 1.724
C2 0.715 -3.007 1.282
C3 0.923 -1.397 2.982
C4 -0.461 -1.687 2.835
C5 1.651 -2.135 1.974
C6 -1.890 -3.241 1.309
H1 -1.797 -3.668 0.311
H2 -2.688 -2.500 1.296
H3 -2.195 -4.040 1.992
C7 -1.630 -1.138 3.549
H4 -2.557 -1.597 3.172
H5 -1.720 -0.058 3.346
H6 -1.609 -1.254 4.642
C8 1.616 -0.472 3.902
H7 1.552 -0.739 4.967
H8 1.226 0.552 3.800
H9 2.682 -0.413 3.636
C9 3.128 -2.192 1.864
H10 3.573 -2.819 2.645
H11 3.550 -1.194 1.971
H12 3.431 -2.592 0.896
C10 1.061 -4.153 0.398
H13 1.271 -5.071 0.959
H14 1.952 -3.924 -0.196
H15 0.241 -4.367 -0.294
C11 -1.490 0.743 -5.820
C12 -1.555 -0.587 -5.834
C13 -0.768 -1.535 -6.700
C14 0.609 -1.024 -7.178
C15 1.525 -0.557 -6.085
C16 1.589 0.676 -5.540
C17 0.800 1.890 -5.945
C18 -0.564 1.624 -6.615
H16 -1.346 -1.805 -7.602
H17 0.463 -0.257 -7.946
H18 -0.636 -2.475 -6.139
H19 -0.404 1.237 -7.627
H20 -2.244 1.312 -5.251
H21 -2.357 -1.088 -5.271
H22 -1.057 2.598 -6.740
H23 0.650 2.506 -5.042
H24 2.381 0.891 -4.815
H25 1.387 2.516 -6.640
H26 1.103 -1.866 -7.683
H27 2.272 -1.303 -5.789
P1 -0.949 -0.335 -1.300
C19 -2.479 0.523 -1.009
C20 -1.224 -1.726 -2.431
P2 1.663 0.197 -0.978
C21 0.304 0.758 -2.087
C22 2.704 -0.926 -1.953
C23 2.641 1.571 -0.404
H28 -2.364 1.234 -0.176
H29 -3.265 -0.198 -0.735
H30 -2.799 1.067 -1.912
H31 -1.351 -1.395 -3.471
H32 -2.123 -2.265 -2.097
H33 -0.386 -2.435 -2.373
H34 2.954 2.207 -1.249
H35 3.544 1.203 0.108
H36 2.069 2.178 0.314
H37 0.068 1.813 -1.914
H38 0.479 0.568 -3.158
H39 3.652 -1.071 -1.415
H40 2.898 -0.526 -2.958
H41 2.225 -1.912 -2.041
O1 -0.603 3.707 2.237
C24 -0.641 2.636 2.888
O2 -0.511 1.460 2.447
C25 -0.896 2.783 4.396
C26 -0.781 1.714 5.277
C27 -1.016 1.849 6.674
C28 -1.376 3.073 7.255
C29 -1.472 4.148 6.362
C30 -1.241 4.018 4.988
N1 -1.842 5.481 6.830
O3 -2.073 5.662 8.050
O4 -1.915 6.393 5.980
N2 -0.907 0.692 7.509
O5 -0.611 -0.396 6.962
O6 -1.111 0.797 8.733
H42 -0.505 0.728 4.903
H43 -1.575 3.173 8.327
H44 -1.340 4.916 4.406

=====

Calculated energy relative to the best compared isomer or geometry (same formula, charge and spin), 493.6, 75.3 kJ/mol (same order as the records).
Calculated E_tot, -440.29924, -2531.55695 hartree (same order as the records).